1.
Below is a structure of composition C4H5KNO4S, with properties calculated with ωB97M-V/def2-TZVPD.

Summary:
HOMO energy in eV: -4.12
LUMO level in eV: 2.2
Energy above the lowest of the compared OMol25 structures with the same formula, charge and spin in kJ/mol: 1056.3
Total charge: -1

CARTESIAN COORDINATES (ANGSTROEM)
K -0.19 0.74 1.66
S -2.25 -0.10 -0.06
O -2.46 1.35 -0.13
O -3.52 -0.76 0.25
O -1.82 -0.54 -1.39
O -1.24 -0.34 0.90
N 0.08 -0.44 -0.27
C 1.09 -1.09 0.38
C 2.21 -0.32 0.29
C 1.85 0.84 -0.33
C 0.52 0.79 -0.70
H -0.89 -0.73 -0.35
H 0.97 -2.11 0.74
H 3.21 -0.54 0.64
H 2.52 1.68 -0.51
H -0.09 1.57 -1.13

Mulliken atomic charge list, values in e, 4 entries: K 0.946; S 1.203; O -0.761; O -0.794

***

2.
Below is a structure of composition C26H20AsCl2F6N4O3S4SbTc, with properties calculated with ωB97M-V/def2-TZVPD.

Summary:
HOMO energy (alpha / beta) in eV: -12.98 / -12.98
LUMO level (alpha / beta) in eV: -8.5 / -8.9
2S+1: 2
Expectation value of S²: 0.76
Total charge: +2

CARTESIAN COORDINATES (ANGSTROEM)
Tc -0.02 0.78 2.02
O -3.48 -1.17 2.26
C -2.49 -0.52 2.41
N -1.34 -0.51 1.65
C -0.99 -1.67 0.87
C 0.33 -2.11 1.43
C 0.83 -3.37 1.29
C 2.18 -3.65 1.70
C 2.86 -2.63 2.26
C 2.19 -1.41 2.56
N 1.00 -1.14 2.13
C -2.41 0.57 3.46
C -3.58 1.08 4.07
C -3.38 2.09 5.00
C -2.12 2.55 5.25
C -1.03 2.11 4.51
N -1.19 1.11 3.67
H -0.97 -1.44 -0.28
H -1.66 -2.54 0.89
H 0.34 -4.05 0.73
H 2.69 -4.61 1.47
H 3.88 -2.84 2.75
H 2.73 -0.74 3.17
H -4.58 0.60 3.88
H -4.21 2.49 5.54
H -1.83 3.29 5.99
H -0.05 2.56 4.69
S 5.57 1.36 3.47
As 4.93 2.48 4.99
S 2.29 1.56 2.83
S 1.31 2.96 1.70
S 2.62 2.62 4.59
F -1.30 1.99 0.96
Sb -1.95 4.06 0.92
F -0.98 4.25 2.55
F -0.21 4.21 0.18
F -3.40 3.39 1.84
F -2.57 3.53 -0.73
F -2.47 5.86 0.93
Cl -2.20 -3.02 -2.03
C -2.09 -2.20 -3.62
C -2.85 -2.71 -4.67
C -2.86 -2.05 -5.89
C -1.98 -1.02 -6.22
C -1.15 -0.60 -5.16
Cl -0.24 0.89 -5.27
C -1.27 -1.10 -3.82
N -0.38 -0.57 -2.81
C 0.97 -0.96 -2.91
C 1.42 -2.19 -3.35
C 2.80 -2.45 -3.54
C 3.78 -1.49 -3.36
C 3.37 -0.27 -2.86
C 1.98 0.06 -2.59
C 1.78 1.46 -2.00
C 1.63 1.54 -0.48
O 2.05 2.64 0.19
O 1.05 0.65 0.10
H -3.51 -3.56 -4.53
H -3.61 -2.44 -6.57
H -1.93 -0.58 -7.16
H -0.36 0.45 -2.77
H 0.70 -3.01 -3.43
H 3.11 -3.45 -3.87
H 4.83 -1.71 -3.56
H 4.10 0.60 -2.74
H 0.78 1.88 -2.25
H 2.52 2.10 -2.40

Mulliken atomic charge list, values in e, 4 entries: Tc -0.735; O -0.561; C -0.138; N 0.766

***

3.
Below is the molecule C21H28N6OS, with properties calculated with ωB97M-V/def2-TZVPD.

Summary:
HOMO energy in eV: -7.90
LUMO level in eV: -0.5
Energy above the lowest of the compared OMol25 structures with the same formula, charge and spin in kJ/mol: 0.0
Structure (SMILES): Cc1ccc2cc(C#N)c(NCCNC(=S)NCCCN3CCOCC3)nc2c1

CARTESIAN COORDINATES (ANGSTROEM)
C -1.20 -3.80 -2.51
C -1.90 -2.72 -1.76
C -1.36 -1.46 -1.64
C -2.02 -0.45 -0.92
N -1.42 0.75 -0.80
C -2.04 1.72 -0.18
N -1.46 2.95 -0.13
H -1.88 3.64 0.47
C -0.10 3.14 -0.56
H 0.06 4.20 -0.75
H 0.05 2.58 -1.48
C 0.90 2.62 0.50
N 2.25 2.55 0.02
C 2.75 1.63 -0.84
N 1.94 0.64 -1.28
H 1.06 0.49 -0.80
C 2.48 -0.51 -1.97
C 3.08 -1.54 -1.01
C 2.07 -2.12 -0.02
N 1.52 -1.12 0.88
C 2.45 -0.63 1.89
C 2.65 -1.62 3.05
O 1.42 -1.96 3.64
C 0.53 -2.50 2.69
C 0.29 -1.52 1.54
H -0.39 -1.97 0.81
H -0.18 -0.62 1.94
H -0.40 -2.70 3.23
H 0.92 -3.45 2.31
H 3.26 -1.17 3.83
H 3.15 -2.53 2.69
H 3.41 -0.39 1.43
H 2.03 0.30 2.30
H 1.23 -2.54 -0.58
H 2.56 -2.95 0.52
H 3.48 -2.36 -1.61
H 3.92 -1.08 -0.49
H 3.26 -0.15 -2.64
H 1.68 -0.95 -2.56
S 4.33 1.79 -1.32
H 2.86 3.34 0.17
H 0.88 3.28 1.38
H 0.57 1.62 0.82
C -3.34 1.54 0.43
C -3.93 0.30 0.36
C -3.28 -0.74 -0.33
C -3.82 -2.03 -0.46
C -3.14 -3.00 -1.15
H -3.56 -3.99 -1.25
H -4.78 -2.24 -0.01
H -4.89 0.13 0.82
C -3.94 2.62 1.11
N -4.39 3.52 1.66
H -0.42 -1.22 -2.10
H -0.96 -4.63 -1.85
H -0.28 -3.44 -2.96
H -1.84 -4.19 -3.30

Mulliken atomic charge list, values in e, 4 entries: C -1.931; C 1.237; C -0.208; C -0.959

***

Number 1: M 202.3 g/mol. Number 2: M 1044.3 g/mol. Number 3: M 412.6 g/mol.